1.
A single C23H29ClN4O2S molecule, computed with wB97M-V/def2-TZVPD.

XYZ file:
```
60
Properties=species:S:1:pos:R:3:nbo_charge:R:1
C -0.77159 -5.97422 3.24178 -0.656
C 0.33395 -6.09924 2.23515 0.164
N 1.48909 -6.53368 2.69423 -0.391
C 2.52445 -6.67604 1.88608 -0.031
C 2.42890 -6.37700 0.53741 -0.062
Cl 3.79043 -6.57857 -0.50805 0.009
C 1.22991 -5.91755 0.01907 -0.261
C 0.13721 -5.76488 0.87371 0.159
N -1.11046 -5.40229 0.43283 -0.587
C -1.38526 -4.59843 -0.73871 -0.246
C -1.68605 -3.17421 -0.37798 -0.186
C -2.71050 -2.72155 0.40421 -0.278
C -2.71240 -1.32513 0.55620 -0.173
C -1.68869 -0.70907 -0.11111 -0.315
C -1.48992 0.74619 -0.18469 0.652
O -2.20163 1.51380 0.44028 -0.625
N -0.45649 1.15978 -0.96010 -0.603
C -0.33063 2.55115 -1.32810 -0.175
C 1.11039 3.06498 -1.18244 -0.373
C 1.46382 3.49324 0.24271 -0.220
C 2.82784 4.20914 0.28192 -0.398
C 3.47604 3.75226 1.58526 -0.399
C 3.05694 2.28878 1.66657 -0.400
C 1.59031 2.31398 1.23056 -0.415
C -0.76391 2.68974 -2.78942 0.693
O -0.64096 1.77628 -3.58147 -0.633
N -1.26471 3.88814 -3.15458 -0.616
C -1.52431 5.00651 -2.30769 -0.076
C -2.67824 4.95345 -1.34254 -0.423
C -2.75775 5.81596 -2.56376 -0.415
S -0.69411 -1.87138 -0.92874 0.452
H -0.37593 -6.23146 4.21948 0.248
H -1.15603 -4.95435 3.27662 0.214
H -1.59190 -6.65268 3.00774 0.214
H 3.43997 -7.03678 2.33047 0.202
H 1.15933 -5.69906 -1.03441 0.220
H -1.78923 -5.27490 1.16811 0.390
H -0.53775 -4.63389 -1.42114 0.217
H -2.25601 -5.02952 -1.25103 0.217
H -3.45126 -3.36768 0.84216 0.221
H -3.43845 -0.77054 1.12212 0.244
H -0.05079 0.51337 -1.62487 0.412
H -1.00422 3.10973 -0.67324 0.260
H 1.23772 3.92402 -1.84615 0.208
H 1.79647 2.28496 -1.51843 0.209
H 0.68487 4.17689 0.59254 0.200
H 2.72557 5.29190 0.22177 0.210
H 3.43889 3.87950 -0.56027 0.195
H 4.55692 3.88481 1.58308 0.209
H 3.05937 4.30636 2.42766 0.195
H 3.18689 1.86517 2.66140 0.212
H 3.64892 1.70002 0.96382 0.193
H 0.94735 2.48391 2.09417 0.210
H 1.28907 1.37306 0.77565 0.218
H -1.54572 3.96058 -4.12427 0.406
H -0.63014 5.53592 -1.99158 0.204
H -2.55933 5.42414 -0.37923 0.223
H -3.26948 4.05149 -1.31653 0.234
H -2.69870 6.88748 -2.44997 0.222
H -3.40808 5.49741 -3.36428 0.219
```

Computed properties:
* HOMO energy: -8.15 eV
* SMILES: Cc1ncc(Cl)cc1NCc1ccc(C(=O)N[C@@H](CC2CCCC2)C(=O)NC2CC2)s1
* HOMO-LUMO gap: 0.3117 Eh
* E_LUMO: 0.33 eV

=====

2.
3 unconnected molecules or ions with the total composition C23H29F3IN2O5PS in a non-equilibrium geometry, computed with wB97M-V/def2-TZVPD.

XYZ file:
```
65
Properties=species:S:1:pos:R:3:nbo_charge:R:1
C -1.98641 1.86134 2.59077 -0.615
C -2.44661 1.33717 1.21883 -0.417
C -1.66769 1.92179 0.05920 -0.219
N -0.33824 1.33536 -0.12273 -0.638
C -0.29025 -0.09711 -0.22960 0.265
C -1.09431 -0.73096 -1.37900 -0.586
C -2.05645 -1.78530 -0.90935 0.505
O -1.72627 -2.81563 -0.39341 -0.507
I -4.16699 -1.37822 -1.19626 0.015
O 1.04689 -0.48611 -0.48182 -0.527
C 1.91676 -0.13417 0.54192 -0.215
C 1.73508 -0.97581 1.81370 -0.106
O 1.16450 -0.21557 2.85822 -0.518
C 2.06018 0.31102 3.79758 -0.166
C 2.29015 -0.57077 5.02189 0.680
O 2.26814 -0.10338 6.13086 -0.463
N 2.58151 -1.98578 4.85347 -0.710
C 1.45460 -2.77949 4.77662 0.961
O 0.31736 -2.44108 4.96936 -0.552
F 1.79268 -4.05408 4.51805 -0.323
P 3.62057 -0.37240 -0.16513 0.844
S 3.83535 0.25122 -1.99563 -0.557
H -1.01645 2.33571 2.55722 0.207
H -1.98007 1.05332 3.30796 0.216
H -2.70956 2.57470 2.96367 0.207
H -2.44201 0.25632 1.24104 0.197
H -3.48205 1.61471 1.07297 0.220
H -2.27201 1.89959 -0.84736 0.176
H -1.51414 2.97010 0.28738 0.203
H 0.04136 1.67234 -0.99996 0.368
H -0.60712 -0.55219 0.70469 0.175
H -0.38975 -1.22819 -2.03313 0.278
H -1.63011 -0.00657 -1.97695 0.235
H 1.86652 0.91312 0.82679 0.234
H 2.69036 -1.39424 2.12909 0.154
H 1.09339 -1.82323 1.60939 0.225
H 1.67233 1.23932 4.18012 0.234
H 3.02741 0.49342 3.32144 0.182
H 3.24896 -2.16549 4.11709 0.402
H 3.86639 -1.74799 0.01084 -0.036
H 4.47075 0.29769 0.73280 -0.029
F 6.59616 2.33538 -3.03216 -0.322
C 7.19985 1.36023 -3.73371 0.407
C 6.57982 0.85992 -4.86134 -0.282
C 7.21020 -0.14143 -5.58346 -0.189
C 8.44015 -0.63448 -5.17018 -0.234
C 9.04356 -0.11998 -4.03192 -0.192
C 8.42434 0.88742 -3.30673 -0.289
H 5.61766 1.25102 -5.16285 0.230
H 6.73803 -0.53877 -6.47132 0.216
H 8.92667 -1.41809 -5.73482 0.214
H 10.00067 -0.50322 -3.70553 0.215
H 8.88138 1.30667 -2.42048 0.226
F -6.53147 1.15116 -0.61944 -0.329
C -7.76698 0.61139 -0.57004 0.397
C -7.94974 -0.57126 0.11746 -0.290
C -9.22093 -1.12394 0.16551 -0.187
C -10.28111 -0.49544 -0.47237 -0.230
C -10.07120 0.69215 -1.15924 -0.188
C -8.80538 1.25655 -1.20960 -0.287
H -7.10819 -1.04640 0.60447 0.233
H -9.38269 -2.04756 0.70369 0.219
H -11.26996 -0.93117 -0.43385 0.217
H -10.89516 1.18177 -1.65959 0.218
H -8.62043 2.18360 -1.73514 0.229
```

Computed properties:
* HOMO energy: -8.93 eV
* ΔE to the lowest compared entry with this formula, charge and spin: 0.000 eV
* SMILES: CCCN[C@@H](CC(=O)I)O[C@@H](COCC(=O)NC(=O)F)[PH2]=S.Fc1ccccc1.Fc1ccccc1
* HOMO-LUMO gap: 0.3309 Eh
* E_LUMO: 0.08 eV

=====

3.
A molecular structure, C23H29FN6O3PdS2, computed with wB97M-V/def2-TZVPD.

XYZ file:
```
65
Properties=species:S:1:pos:R:3:mulliken_spin:R:1
Pd -0.06320 0.77483 -4.13721 1.321
C -3.96285 -0.58297 2.42187 0.000
C -3.04301 -1.60170 1.76521 0.000
N -2.05963 -0.97967 0.86316 -0.002
C -2.34536 -0.91374 -0.46348 -0.014
C -1.52328 -0.35964 -1.37977 -0.035
C -1.78133 -0.21301 -2.84538 -0.017
O -2.23680 0.89969 -3.22564 0.082
O -1.33048 -1.11720 -3.60760 0.061
C -0.25782 0.18755 -0.99755 0.020
O 0.55314 0.68397 -1.81336 0.075
C 0.02731 0.14446 0.43206 0.021
C 1.20660 0.71184 0.92385 0.004
C 1.46135 0.73293 2.26141 -0.001
F 2.58640 1.33736 2.69461 0.000
C 0.57003 0.18054 3.19765 -0.001
C -0.58340 -0.40510 2.70682 0.000
C -0.88501 -0.42325 1.33627 -0.002
N 0.80889 0.19406 4.59103 0.000
C 2.12936 0.53373 5.12559 0.000
C 2.13005 0.24669 6.63395 0.000
N 1.12687 -0.83928 6.90603 0.000
C -0.27528 -0.31797 6.70384 0.000
C -0.25656 0.62062 5.49311 0.000
H -4.65241 -1.08876 3.09890 0.000
H -4.55268 -0.05605 1.67073 0.000
H -3.40138 0.16253 2.98853 0.000
H -3.62135 -2.30374 1.16987 0.000
H -2.50887 -2.19584 2.50432 0.000
H -3.30227 -1.33239 -0.74837 -0.001
H 1.89677 1.17688 0.23074 0.000
H -1.26695 -0.85968 3.40984 0.000
H 2.40578 1.57972 4.98024 0.000
H 2.87776 -0.08126 4.63016 0.000
H 1.82358 1.10598 7.22501 0.000
H 3.10971 -0.07456 6.97655 0.000
H 1.23713 -1.22725 7.84223 0.000
H 1.28807 -1.59246 6.23662 0.000
H -0.57576 0.19796 7.61295 0.000
H -0.92223 -1.17875 6.55299 0.000
H -0.09832 1.65612 5.81434 0.000
H -1.22210 0.59034 5.00081 0.000
C -0.38524 2.38698 -8.33737 -0.003
N 0.05744 2.85725 -7.02833 0.011
C -0.62922 2.72730 -5.90473 -0.007
N -1.86241 2.22324 -5.94275 0.061
S 0.08964 3.17414 -4.39052 0.206
H 0.46651 2.38558 -9.01044 0.000
H -1.15498 3.03689 -8.75654 0.001
H -0.76329 1.36531 -8.26814 0.001
H 0.98291 3.24122 -6.92678 0.000
H -2.30669 1.95608 -6.80611 -0.005
H -2.35362 2.06921 -5.06954 0.000
S 1.64320 -0.14686 -5.54428 0.169
C 2.02887 -1.03626 -4.11155 0.008
N 1.41753 -2.21863 -3.88145 0.016
C 1.60792 -2.97648 -2.78358 -0.003
C 2.52512 -2.59707 -1.84932 0.018
C 3.23329 -1.40860 -2.06360 0.000
C 2.98909 -0.63829 -3.17406 0.016
H 0.69370 -2.48029 -4.54101 -0.002
H 1.01520 -3.87661 -2.71452 0.001
H 2.69883 -3.21203 -0.97911 0.001
H 3.98210 -1.09354 -1.34673 0.000
H 3.51365 0.28795 -3.35247 0.000
```

Computed properties:
* HOMO energy (alpha / beta): -12.10 / -12.74 eV
* ΔE to the lowest compared entry with this formula, charge and spin: 0.077 eV
* HOMO-LUMO gap (alpha / beta): 0.2648 / 0.2455 Eh
* E_LUMO (alpha / beta): -4.89 / -6.06 eV
* total charge: +2
* multiplicity: 3

=====

4.
A molecular structure, C23H29FeOSi in a non-equilibrium geometry, computed with wB97M-V/def2-TZVPD.

XYZ file:
```
55
Properties=species:S:1:pos:R:3:mulliken_spin:R:1
C -2.97257 0.21715 -0.72892 0.117
Si -1.38782 0.98122 -1.32959 1.015
C -0.13460 -0.31464 -1.77608 -0.087
C -1.65146 2.20636 -2.69981 1.675
O -0.82945 1.94242 -0.03902 -0.963
C 0.24934 1.97995 0.75942 -1.708
C 1.00755 3.20557 0.77017 1.817
C 0.49339 0.83995 1.59839 0.103
C 1.81950 0.42230 1.90352 0.361
C 2.02978 -0.72933 2.65788 -0.207
C 0.94427 -1.48113 3.12751 0.244
C -0.36485 -1.07773 2.83399 -0.285
C -0.59673 0.06995 2.08687 0.296
H -3.43609 -0.34553 -1.55157 -0.049
H -2.80206 -0.47642 0.10447 0.047
H -3.67918 0.98910 -0.39681 0.106
H -0.54778 -0.92059 -2.59754 -0.037
H 0.80447 0.13561 -2.12512 0.035
H 0.09199 -0.98503 -0.93684 0.070
H -2.07116 1.69659 -3.57824 -0.191
H -2.34776 2.99752 -2.39147 0.137
H -0.70735 2.68115 -2.99786 0.069
H 2.02185 2.99906 1.13595 -0.030
H 1.04186 3.64293 -0.23836 0.128
H 2.64638 1.01322 1.50621 -0.010
H 3.05057 -1.04384 2.88384 -0.043
H 1.11416 -2.37782 3.72535 0.015
H -1.21946 -1.65628 3.18962 -0.014
H -1.61476 0.40654 1.87313 0.289
C -1.42869 4.54568 2.46770 0.183
C -0.11978 4.97133 1.92634 -0.669
C 0.33040 6.25973 2.17149 0.823
C 1.45517 7.00401 1.53617 0.498
C 1.50361 8.33662 2.06623 0.124
C 0.38953 8.51240 2.98637 0.103
C -0.36529 7.29055 3.02072 0.467
Fe -0.23368 7.94264 1.20166 0.182
C -2.00059 7.59946 0.38276 -0.047
C -0.91764 7.31424 -0.54484 -0.170
C -0.11863 8.52001 -0.68157 -0.106
C -0.70869 9.54933 0.15533 -0.252
C -1.87218 8.98191 0.80987 -0.019
H -1.80069 3.66209 1.93237 -0.094
H -1.36961 4.27041 3.53629 0.015
H -2.20732 5.32560 2.40306 0.001
H 0.56145 4.12496 1.52969 0.382
H 2.15971 6.52406 0.86182 -0.040
H 2.27715 9.07403 1.86823 -0.041
H 0.19200 9.39705 3.58629 -0.050
H -1.22125 7.05132 3.64139 -0.038
H -2.82273 6.92896 0.62134 -0.106
H -0.78941 6.38783 -1.10201 -0.044
H 0.72083 8.65164 -1.36217 0.038
H -0.38982 10.58919 0.20927 -0.030
H -2.57975 9.51895 1.43940 -0.013
```

Computed properties:
* HOMO energy (alpha / beta): 0.92 / -6.23 eV
* ΔE to the lowest compared entry with this formula, charge and spin: 0.491 eV
* HOMO-LUMO gap (alpha / beta): 0.0632 / 0.2894 Eh
* E_LUMO (alpha / beta): 2.65 / 1.65 eV
* total charge: -1
* multiplicity: 5